This record from the OMol25 dataset describes the ion C5H12NO2S with charge +1 at a distorted geometry. The level of theory is wB97M-V/def2-TZVPD.

## Properties
- 2S+1: 1
- SMILES: C/[NH+]=C(\CO)[C@](C)(O)S
- Kohn-Sham gap: 9.1 eV
- Net charge: +1
- Relative energy (zero: lowest compared OMol25 entry of this formula, charge and spin): 2.775 eV

Geometry as XYZ:
```
21
Properties=species:S:1:pos:R:3:nbo_charge:R:1
C 0.070 1.426 0.338 0.206
C -1.294 1.682 1.087 -0.665
C 0.397 -1.690 -1.932 -0.467
C 0.429 -1.138 1.040 -0.127
C 0.134 -0.082 -0.061 0.405
N 0.209 -0.415 -1.269 -0.425
O 0.109 2.053 -0.879 -0.749
O 0.946 -2.368 0.696 -0.718
S 1.373 2.365 1.642 -0.048
H -1.168 2.773 1.372 0.248
H -1.399 0.909 1.830 0.231
H -2.228 1.630 0.394 0.243
H 0.962 -2.372 -1.230 0.278
H -0.585 -2.300 -2.237 0.259
H 1.050 -1.499 -2.739 0.235
H -0.649 -1.173 1.492 0.202
H 1.027 -0.508 1.775 0.237
H -0.031 2.974 -0.935 0.522
H 0.190 0.442 -1.872 0.453
H 1.410 -2.853 1.402 0.524
H 2.421 2.025 0.778 0.154
```

This record from the OMol25 dataset describes a cluster of 2 separate species, C5H12NO3 in total at a distorted geometry. The level of theory is wB97M-V/def2-TZVPD.

## Properties
- 2S+1: 1
- Kohn-Sham gap: 8.0 eV
- Net charge: -1
- Relative energy (zero: lowest compared OMol25 entry of this formula, charge and spin): 1.323 eV

Geometry as XYZ:
```
21
Properties=species:S:1:pos:R:3:nbo_charge:R:1
C 2.091 -0.247 -1.375 -0.636
C 0.656 0.047 -0.775 -0.081
C 0.549 1.413 -0.198 -0.413
C -0.861 1.579 0.415 -0.591
N 0.433 -1.004 0.242 -0.726
C -0.467 -2.112 0.051 0.853
O -0.407 -2.982 0.949 -0.809
O -1.200 -2.066 -0.958 -0.809
H 1.806 -0.885 -2.230 0.212
H 2.792 -0.892 -0.854 0.204
H 2.595 0.665 -1.704 0.179
H -0.074 -0.365 -1.490 0.259
H 0.754 2.231 -0.909 0.188
H 1.234 1.429 0.657 0.185
H -1.531 0.864 -0.047 0.235
H -1.289 2.554 0.153 0.183
H -0.721 1.517 1.511 0.195
H 1.033 -1.084 1.048 0.370
H -2.287 -0.680 1.265 0.493
H -2.301 0.005 2.541 0.455
O -2.805 0.014 1.708 -0.945
```

Please write out number 2 again, unchanged.
This record from the OMol25 dataset describes a cluster of 2 separate species, C5H12NO3 in total at a distorted geometry. The level of theory is wB97M-V/def2-TZVPD.

## Properties
- 2S+1: 1
- Kohn-Sham gap: 8.0 eV
- Net charge: -1
- Relative energy (zero: lowest compared OMol25 entry of this formula, charge and spin): 1.323 eV

Geometry as XYZ:
```
21
Properties=species:S:1:pos:R:3:nbo_charge:R:1
C 2.091 -0.247 -1.375 -0.636
C 0.656 0.047 -0.775 -0.081
C 0.549 1.413 -0.198 -0.413
C -0.861 1.579 0.415 -0.591
N 0.433 -1.004 0.242 -0.726
C -0.467 -2.112 0.051 0.853
O -0.407 -2.982 0.949 -0.809
O -1.200 -2.066 -0.958 -0.809
H 1.806 -0.885 -2.230 0.212
H 2.792 -0.892 -0.854 0.204
H 2.595 0.665 -1.704 0.179
H -0.074 -0.365 -1.490 0.259
H 0.754 2.231 -0.909 0.188
H 1.234 1.429 0.657 0.185
H -1.531 0.864 -0.047 0.235
H -1.289 2.554 0.153 0.183
H -0.721 1.517 1.511 0.195
H 1.033 -1.084 1.048 0.370
H -2.287 -0.680 1.265 0.493
H -2.301 0.005 2.541 0.455
O -2.805 0.014 1.708 -0.945
```